154
Properties=species:S:1:pos:R:3:forces:R:3:mulliken_charge:R:1 method="wB97M-V/def2-TZVPD" orbital_gap_ev=8.1 charge=+1 lumo_ev=-2.6
C -1.378284 -1.541934 -6.244686 0.0 0.1 0.3 -0.873
C -1.257591 -0.245159 -5.445771 0.0 0.2 0.1 -0.601
C -0.199091 0.713838 -6.012903 0.0 0.0 0.0 0.319
C 1.046926 0.863575 -5.157575 0.0 0.1 0.2 -1.037
C 0.834979 1.610365 -3.839692 0.0 0.3 -0.3 -0.700
C 1.936498 1.368159 -2.801558 0.1 -0.3 0.5 -1.252
C 1.395740 0.842641 -1.457448 -0.1 0.1 -0.4 -0.330
C 0.942411 1.970657 -0.530996 0.0 -0.2 -0.2 0.515
C 1.955252 2.780467 0.305338 -0.5 -0.2 -0.1 -1.831
C 2.617802 2.270764 1.614014 0.5 0.8 -0.4 -1.342
C 4.029310 1.539783 1.711774 0.2 -0.5 0.7 2.097
C 4.950510 2.317696 2.670764 -0.2 0.1 0.5 -1.200
B 6.230853 1.507683 3.239465 0.2 -0.1 -0.4 1.061
O 7.474912 1.665964 2.665715 -0.2 0.1 0.3 -0.612
O 6.110586 0.650143 4.287121 0.0 0.4 0.1 -0.630
C 4.853542 1.371460 0.371071 -0.2 0.1 0.0 0.521
F 5.768303 2.358774 0.297322 0.1 0.1 0.0 -0.401
F 4.085411 1.510394 -0.721803 -0.2 -0.2 -0.3 -0.026
C 5.628082 0.029330 0.145835 -0.2 0.6 0.2 0.344
F 4.798709 -0.856465 -0.386481 -0.3 -0.5 -0.1 -0.206
F 6.591683 0.259192 -0.721247 0.5 0.0 -0.4 -0.295
F 6.157192 -0.448255 1.253998 0.2 -0.2 0.3 -0.230
O 3.834899 0.289563 2.382869 -0.2 -0.1 -0.3 -0.379
C 2.777356 -0.497149 1.847475 -0.1 0.4 -0.2 1.439
C 2.893789 -1.933309 2.304695 0.6 -0.5 -0.1 -1.643
O 4.020728 -2.573006 1.760067 0.0 0.3 -0.1 -0.465
C 3.716746 -3.585256 0.802941 0.1 0.0 0.1 -0.456
C 4.984381 -4.074979 0.140357 0.2 -0.2 -0.4 -0.251
C 4.793022 -5.471028 -0.487545 0.0 0.3 -0.1 -1.252
C 1.422773 0.117031 2.265088 -0.2 -0.5 -0.1 -0.842
B 0.623076 -0.711141 3.410015 -0.4 0.4 0.6 2.120
O 1.210182 -0.975997 4.631246 0.4 -0.2 -1.0 -0.762
O -0.656138 -1.086865 3.169925 0.5 -0.6 -0.1 -0.718
C -1.060094 -1.781461 1.957774 -0.3 0.5 0.5 -1.148
N 1.603684 1.582572 2.551905 -0.1 0.0 -0.1 0.474
O 0.368165 2.252188 2.338893 0.1 -0.2 0.3 -0.143
C 1.927065 1.849950 4.006138 0.3 0.5 0.2 -0.377
C 0.646360 2.155361 4.776673 -0.8 -0.6 0.4 -0.131
O -0.090130 1.365153 5.273661 0.6 0.6 -0.4 -0.384
Br 0.296171 4.045274 4.852372 0.0 0.2 0.2 -0.093
H -1.996321 -1.385956 -7.125928 0.1 -0.1 -0.2 0.231
H -0.387789 -1.888095 -6.541546 0.0 -0.1 0.0 0.190
H -1.846199 -2.313600 -5.632064 -0.1 -0.1 -0.1 0.347
H -1.035005 -0.483173 -4.401034 0.1 0.0 0.0 0.198
H -2.225249 0.258836 -5.427382 -0.1 -0.1 0.0 0.254
H -0.636258 1.698061 -6.194592 0.0 0.1 0.0 0.494
H 0.123585 0.351726 -6.985356 -0.1 0.1 0.0 -0.574
H 1.780610 1.418263 -5.743368 0.2 -0.2 0.0 0.381
H 1.446590 -0.135954 -4.955550 0.1 0.0 0.0 0.343
H 0.791312 2.677483 -4.066196 -0.1 0.0 0.0 0.247
H -0.143479 1.359111 -3.423260 0.0 -0.1 0.1 0.419
H 2.498637 2.282625 -2.607682 0.1 0.1 -0.1 0.260
H 2.658389 0.635467 -3.167751 0.0 0.0 -0.2 0.701
H 0.509056 0.245817 -1.686368 0.0 -0.1 0.1 1.066
H 2.110931 0.156381 -1.011689 0.1 0.0 0.2 -0.799
H 0.115604 1.610157 0.080946 0.0 0.0 0.2 0.252
H 0.460804 2.712033 -1.176873 0.2 0.0 0.1 0.194
H 2.748104 3.169660 -0.326267 0.1 -0.1 0.0 0.852
H 1.410578 3.678026 0.599966 0.0 0.0 0.1 0.657
H 2.808368 3.206225 2.137676 -0.1 0.0 0.1 0.630
H 4.351017 2.603035 3.538454 0.0 -0.1 0.0 0.287
H 5.243380 3.263055 2.219781 0.1 0.0 -0.1 0.208
H 7.947985 2.436787 2.992079 0.2 0.0 -0.2 0.295
H 5.232492 0.667546 4.676069 0.0 -0.3 -0.1 0.339
H 2.815640 -0.471868 0.760393 0.2 -0.1 -0.1 -1.114
H 3.000359 -1.973564 3.389371 -0.1 0.1 0.0 0.215
H 1.986073 -2.466667 1.988927 -0.2 0.1 0.2 0.666
H 3.240912 -4.423200 1.323805 -0.1 0.0 0.0 0.577
H 3.022595 -3.197491 0.048862 -0.1 0.0 0.0 0.280
H 5.800353 -4.078044 0.861374 -0.1 0.0 0.1 0.429
H 5.277013 -3.391862 -0.655504 0.0 0.2 0.1 0.004
H 4.992098 -5.440596 -1.557155 0.1 -0.1 0.0 0.341
H 3.762775 -5.809563 -0.383194 0.0 -0.1 0.1 0.369
H 5.458903 -6.206192 -0.044529 -0.1 -0.1 0.1 0.290
H 0.789905 0.062986 1.377649 0.1 0.3 -0.1 0.035
H 1.128806 -1.929946 4.780663 -0.3 0.1 0.6 0.376
H -2.093130 -2.082284 2.093178 0.1 0.2 0.2 0.578
H -1.010953 -1.122634 1.091990 0.2 0.0 -0.1 0.521
H -0.473643 -2.683527 1.824706 0.2 0.2 0.1 0.233
H -0.253491 1.581360 2.010585 0.0 0.0 -0.1 0.285
H 2.485033 1.029776 4.443314 -0.2 -0.3 -0.1 0.026
H 2.524219 2.751585 4.071030 0.0 -0.1 -0.2 0.940
C -3.448052 3.016396 2.415529 0.2 -0.1 0.1 0.553
O -4.569281 3.162756 1.976583 0.0 0.0 0.0 -0.677
N -2.356733 3.651226 1.840696 0.0 -0.2 -0.1 -0.124
N -3.139701 2.231290 3.486302 -0.2 -0.1 -0.4 -0.118
H -1.423632 3.563213 2.189550 0.1 0.2 0.2 0.222
H -2.535433 4.234071 1.046954 -0.1 0.0 0.0 0.071
H -3.883084 1.739297 3.962832 0.0 0.1 0.2 0.160
H -2.203427 2.126594 3.822394 0.0 0.0 0.2 0.111
C -5.279714 1.200592 6.847523 -0.2 0.0 0.0 0.443
O -4.678422 1.200516 5.777461 0.1 -0.1 0.0 -0.688
N -5.933103 0.096580 7.318751 0.1 -0.1 0.0 -0.308
N -5.361078 2.285284 7.656572 0.1 0.0 0.0 -0.293
H -6.435198 0.106372 8.189258 0.0 0.1 0.0 0.175
H -5.920386 -0.729148 6.752981 0.0 0.0 -0.1 0.180
H -4.908834 3.127692 7.359699 0.0 0.0 0.0 0.167
H -5.872772 2.248931 8.522741 0.0 0.1 0.1 0.329
C -1.631559 -3.978830 0.293579 -0.2 -0.4 -0.1 0.655
O -0.794220 -3.378521 -0.365529 0.0 0.0 -0.1 -0.616
N -2.921137 -3.532090 0.410168 0.1 -0.1 -0.1 -0.453
N -1.335902 -5.117084 0.982672 -0.1 0.1 -0.3 -0.318
H -3.622282 -4.003827 0.948451 0.0 -0.1 0.0 0.171
H -3.166920 -2.700759 -0.093731 -0.1 0.0 -0.1 0.235
H -0.392354 -5.448245 0.928770 0.0 0.0 0.0 0.207
H -1.986581 -5.598422 1.572248 0.0 0.1 0.1 0.143
C -4.715590 -3.330091 -7.864908 0.0 0.0 0.0 0.640
O -4.820073 -2.265954 -7.285777 0.0 0.0 0.0 -0.606
N -3.907341 -4.337377 -7.404423 -0.1 0.0 0.0 -0.372
N -5.393957 -3.607259 -9.023930 0.1 0.0 0.1 -0.394
H -3.805366 -5.220714 -7.864609 0.0 0.0 0.0 0.167
H -3.393722 -4.159157 -6.562604 0.0 0.0 0.0 0.226
H -5.991966 -2.889445 -9.385109 0.0 0.0 0.0 0.218
H -5.320286 -4.476564 -9.515205 0.0 0.0 0.0 0.154
C -0.599843 2.020461 -9.767802 0.3 0.3 -0.1 0.530
O -0.785533 1.114919 -8.972486 -0.2 -0.3 -0.2 -0.520
N -1.626997 2.773802 -10.269994 0.1 -0.1 0.1 -0.456
N 0.653712 2.357312 -10.199454 -0.2 -0.1 0.0 -0.320
H -1.496057 3.526121 -10.917605 0.0 0.0 0.0 0.145
H -2.553287 2.544572 -9.964092 0.0 0.0 0.0 0.225
H 1.428733 1.850872 -9.806494 0.0 0.0 0.2 0.204
H 0.834028 3.101902 -10.844301 0.0 0.0 0.0 0.166
C -0.668434 5.234919 -2.189161 -0.2 0.2 0.0 0.594
O 0.252835 4.442962 -2.307821 0.1 0.2 -0.1 -0.570
N -1.128429 5.999146 -3.219300 0.1 -0.1 0.2 -0.449
N -1.303266 5.404281 -0.983544 0.1 0.0 -0.1 -0.332
H -1.885934 6.648703 -3.132292 0.0 0.0 0.0 0.152
H -0.678864 5.887063 -4.108250 0.0 0.0 0.0 0.238
H -0.965383 4.826122 -0.240446 0.0 0.0 0.1 0.187
H -2.062955 6.037567 -0.819935 0.0 0.0 -0.1 0.157
C 2.503220 -0.764433 -8.061305 -0.4 -0.3 -0.1 0.734
O 2.647298 0.440705 -7.953192 0.2 0.3 -0.2 -0.604
N 3.465721 -1.656522 -7.663963 0.0 0.1 0.0 -0.477
N 1.358384 -1.313239 -8.570012 0.3 0.1 -0.1 -0.288
H 3.363611 -2.649694 -7.739494 0.0 0.0 0.0 0.144
H 4.312135 -1.277192 -7.285729 0.0 0.0 0.0 0.219
H 0.613119 -0.682827 -8.819694 -0.1 0.1 0.0 0.139
H 1.211128 -2.299831 -8.658671 0.0 0.0 0.0 0.211
C -0.999955 -4.088250 5.194573 0.2 0.4 -0.1 0.571
O -0.874721 -4.263739 3.988295 0.0 -0.4 0.0 -0.545
N -1.053996 -2.812335 5.678976 0.1 -0.1 0.2 -0.221
N -1.052109 -5.104088 6.100914 0.0 0.1 -0.1 -0.434
H -1.098253 -2.564007 6.649603 -0.1 -0.1 0.0 0.183
H -1.046445 -2.083698 4.983708 -0.2 0.1 0.0 0.058
H -0.994888 -6.040948 5.749241 0.0 0.0 0.0 0.242
H -1.148091 -4.958114 7.087395 0.0 0.0 0.0 0.149
C -7.489290 1.095961 11.051468 -0.1 0.0 0.1 0.619
O -6.925722 1.557245 10.064846 0.0 -0.1 -0.1 -0.719
N -8.745758 1.479343 11.404900 0.1 0.0 0.0 -0.397
N -6.893208 0.172371 11.858203 -0.1 0.0 -0.1 -0.381
H -9.227861 1.121159 12.206784 0.0 0.0 0.0 0.172
H -9.200557 2.158756 10.824672 0.0 0.0 0.0 0.218
H -5.963482 -0.116146 11.620980 0.0 0.0 0.0 0.215
H -7.332878 -0.216278 12.670259 0.0 0.0 0.0 0.174